[1]
The following is a DFT calculation (ωB97M-V/def2-TZVPD) of an isolated ion of composition C4H9N2 and charge +1.

Structure (SMILES)   CC1=N[N+]1(C)C
E   -266.93391 Eh
Frontier orbital gap   12.06 eV

Geometry as ORCA input:
```
! wB97M-V def2-TZVPD RIJCOSX def2/J DEFGRID3
* xyz 1 1
C -0.996 -0.762 -0.272
C -2.315 -0.047 0.248
C 1.118 -0.759 1.078
C 1.158 0.328 -1.204
N -0.231 -1.625 -0.685
N 0.529 -0.463 -0.211
H -2.004 0.369 1.196
H -2.974 -0.849 0.228
H -2.494 0.736 -0.534
H 0.440 -1.242 1.735
H 1.976 -1.371 0.980
H 1.314 0.133 1.607
H 0.860 -0.107 -2.119
H 1.030 1.389 -1.189
H 2.170 0.419 -0.911
*
```

[2]
The following is a DFT calculation (ωB97M-V/def2-TZVPD) of C4H9N2 as an isolated structure.

E   -266.95244 Eh
Frontier orbital gap   8.68 eV

Geometry as ORCA input:
```
! wB97M-V def2-TZVPD RIJCOSX def2/J DEFGRID3
* xyz 1 1
C 1.379 1.872 0.519
C 0.912 -0.468 -0.098
C -0.733 0.565 0.494
C -1.281 -1.643 -0.770
N -0.434 -0.474 -0.508
N 0.696 0.826 0.508
H 0.855 2.867 0.826
H 2.469 2.018 0.299
H 1.235 -1.141 0.801
H 1.577 -0.662 -0.958
H -1.053 1.537 0.017
H -1.151 0.530 1.477
H -2.085 -1.287 -1.546
H -0.694 -2.510 -1.167
H -1.694 -2.030 0.108
*
```

[3]
The following is a DFT calculation (ωB97M-V/def2-TZVPD) of an isolated ion of composition C4H9N2 and charge +1.

Structure (SMILES)   C=[N+]1CN1CC
E   -266.91532 Eh
Frontier orbital gap   10.05 eV

Geometry as ORCA input:
```
! wB97M-V def2-TZVPD RIJCOSX def2/J DEFGRID3
* xyz 1 1
C -2.163 1.024 0.978
C -1.065 -0.424 -0.903
C 2.032 -0.486 -0.544
C 1.090 0.004 0.514
N -0.246 -0.512 0.291
N -1.362 0.294 0.284
H -1.787 1.334 1.892
H -3.309 1.218 0.771
H -0.949 0.360 -1.774
H -1.475 -1.356 -1.176
H 1.795 -0.203 -1.551
H 3.024 -0.253 -0.458
H 2.086 -1.581 -0.591
H 1.347 -0.478 1.541
H 0.980 1.058 0.728
*
```

[4]
The following is a DFT calculation (ωB97M-V/def2-TZVPD) of a 2-piece molecular cluster, C4H9N2 overall.

E   -266.87240 Eh
Frontier orbital gap   7.31 eV

Geometry as ORCA input:
```
! wB97M-V def2-TZVPD RIJCOSX def2/J DEFGRID3
* xyz 1 1
C 2.862 0.989 0.156
C -1.981 0.751 0.024
C -1.602 -0.643 0.440
C -0.799 -1.377 -0.438
N 1.801 -0.007 0.272
N 2.902 -0.413 0.025
H 2.921 1.527 -0.810
H 3.317 1.545 1.077
H -1.652 1.473 0.842
H -1.719 1.005 -1.005
H -2.984 0.751 -0.026
H -1.645 -0.822 1.523
H -0.896 -2.446 -0.394
H 0.202 -1.157 -0.131
H -0.728 -1.174 -1.555
*
```

[5]
The following is a DFT calculation (ωB97M-V/def2-TZVPD) of an isolated ion of composition C4H9N2 and charge +1.

E   -266.87864 Eh
Frontier orbital gap (alpha / beta)   9.14 / 7.60 eV

Geometry as ORCA input:
```
! wB97M-V def2-TZVPD RIJCOSX def2/J DEFGRID3
* xyz 1 1
C -0.053 0.303 0.482
C 1.846 -0.342 -0.323
C -2.270 -0.139 -0.035
C 1.276 1.017 -0.020
N 0.588 -0.989 0.119
N -1.076 0.249 -0.516
H -0.437 0.484 1.583
H 2.651 -0.962 0.271
H 2.148 -0.519 -1.338
H 0.278 -1.834 -0.297
H -2.698 0.882 -0.255
H -2.284 -0.308 1.064
H -2.648 -1.058 -0.547
H 0.983 1.598 -0.882
H 1.697 1.619 0.694
*
```

[6]
The following is a DFT calculation (ωB97M-V/def2-TZVPD) of a 2-piece molecular cluster, C4H9N2 overall.

E   -266.91614 Eh
Frontier orbital gap (alpha / beta)   9.06 / 9.05 eV

Geometry as ORCA input:
```
! wB97M-V def2-TZVPD RIJCOSX def2/J DEFGRID3
* xyz 1 1
C -1.988 -0.642 1.361
C 0.545 -0.247 -0.029
C 1.218 -1.279 0.664
C -0.074 1.638 -1.562
N -1.370 0.167 0.655
N 0.816 0.732 -0.797
H -2.869 -0.280 1.830
H -1.431 -1.470 1.787
H 2.247 -1.514 0.203
H 0.686 -2.319 0.782
H 1.543 -1.192 1.679
H -0.725 2.155 -0.940
H -0.767 1.105 -2.233
H 0.465 2.359 -2.202
H 1.705 0.787 -1.198
*
```

[7]
The following is a DFT calculation (ωB97M-V/def2-TZVPD) of C4H9N2 as an isolated structure.

E   -266.97191 Eh
Frontier orbital gap   11.09 eV

Geometry as ORCA input:
```
! wB97M-V def2-TZVPD RIJCOSX def2/J DEFGRID3
* xyz 1 1
C 0.002 -1.720 0.237
C -0.952 -0.003 -0.014
C -1.016 1.113 1.004
C 1.717 -0.178 -1.363
N -1.214 -1.307 0.569
N 0.380 -0.510 -0.109
H 0.564 -2.604 0.419
H -1.524 0.112 -0.925
H -0.718 0.642 1.973
H -1.925 1.691 1.017
H -0.079 1.701 0.691
H 2.409 -1.023 -1.328
H 2.061 0.838 -0.980
H 1.146 -0.042 -2.205
H -1.884 -1.586 1.306
*
```

[8]
The following is a DFT calculation (ωB97M-V/def2-TZVPD) of an isolated ion of composition C4H9N2 and charge +1.

Structure (SMILES)   C=CN(C)C=[NH2+]
E   -267.02761 Eh
Frontier orbital gap   11.51 eV

Geometry as ORCA input:
```
! wB97M-V def2-TZVPD RIJCOSX def2/J DEFGRID3
* xyz 1 1
C 0.621 1.309 -0.312
C 1.403 1.144 -1.343
C 0.367 -0.742 0.676
C -1.679 0.295 -0.091
N -0.233 0.148 -0.010
N -0.040 -1.916 1.054
H 0.662 2.148 0.264
H 2.318 1.714 -1.424
H 1.444 0.202 -1.909
H 1.414 -0.586 0.909
H -2.128 -0.526 0.396
H -2.124 0.446 -1.123
H -1.841 1.291 0.394
H -0.923 -2.362 1.181
H 0.737 -2.566 1.338
*
```

[9]
The following is a DFT calculation (ωB97M-V/def2-TZVPD) of a 2-piece molecular cluster, C4H9N2 overall.

E   -266.96182 Eh
Frontier orbital gap   10.64 eV

Geometry as ORCA input:
```
! wB97M-V def2-TZVPD RIJCOSX def2/J DEFGRID3
* xyz 1 1
C -2.170 -0.437 -0.919
C -1.857 0.345 -0.010
C 0.612 -1.245 -0.075
C 0.628 0.287 0.203
N 0.720 1.096 -0.873
N 0.844 0.708 1.411
H -2.313 -1.375 -1.419
H -0.258 -1.692 0.330
H 1.555 -1.742 0.267
H 0.787 -1.458 -1.088
H 0.687 2.079 -0.852
H 0.237 0.495 -1.555
H 1.003 1.663 1.833
H -1.571 1.319 0.685
H 1.096 -0.044 2.060
*
```

[10]
The following is a DFT calculation (ωB97M-V/def2-TZVPD) of a 2-piece molecular cluster, C4H9N2 overall.

E   -266.86506 Eh
Frontier orbital gap   4.68 eV

Geometry as ORCA input:
```
! wB97M-V def2-TZVPD RIJCOSX def2/J DEFGRID3
* xyz 1 1
C -3.608 0.340 0.157
C -2.437 0.217 0.545
C 1.583 0.564 0.731
C 0.806 -0.932 -1.174
N 0.632 0.003 -0.026
N 2.890 0.407 0.555
H -4.249 1.124 0.541
H -4.194 -0.386 -0.464
H 1.124 1.302 1.377
H 1.659 -0.976 -1.679
H 0.321 -1.786 -0.813
H -0.087 -0.537 -1.797
H -1.379 0.166 0.841
H 3.560 0.773 1.281
H 3.378 -0.278 -0.075
*
```

[11]
The following is a DFT calculation (ωB97M-V/def2-TZVPD) of an isolated ion of composition C4H9N2 and charge +1.

Structure (SMILES)   C=CN(C)C=[NH2+]
E   -266.98131 Eh
Frontier orbital gap   9.68 eV

Geometry as ORCA input:
```
! wB97M-V def2-TZVPD RIJCOSX def2/J DEFGRID3
* xyz 1 1
C -1.403 1.562 -1.170
C -1.293 0.732 -0.152
C -0.137 -0.858 1.141
C 1.406 0.318 -0.759
N -0.163 0.003 0.126
N 0.852 -1.700 1.496
H -2.380 1.769 -1.533
H -0.648 1.636 -1.919
H -1.937 0.644 0.708
H -1.131 -0.851 1.578
H 1.450 1.366 -0.991
H 2.032 -0.083 0.090
H 1.374 -0.514 -1.540
H 0.577 -2.262 2.262
H 1.400 -1.762 0.662
*
```

[12]
The following is a DFT calculation (ωB97M-V/def2-TZVPD) of an isolated ion of composition C4H9N2 and charge +1.

Structure (SMILES)   CCC1=[NH+]CN1
E   -266.97621 Eh
Frontier orbital gap   11.17 eV

Geometry as ORCA input:
```
! wB97M-V def2-TZVPD RIJCOSX def2/J DEFGRID3
* xyz 1 1
C -0.264 -0.408 0.191
C -2.224 0.149 -0.147
C 2.210 0.572 -0.163
C 1.239 -0.497 0.377
N -1.375 -1.043 -0.145
N -1.050 0.970 0.247
H -2.783 0.169 -1.162
H -3.069 0.278 0.711
H 1.907 1.474 0.212
H 2.102 0.602 -1.316
H 3.145 0.190 0.029
H 1.139 -0.438 1.543
H 1.416 -1.606 0.152
H -1.522 -2.041 -0.046
H -0.871 1.629 -0.483
*
```